1.
{
  "formula": "C5H15NOS",
  "method": "ωB97M-V/def2-TZVPD",
  "species": ["C", "S", "C", "C", "C", "C", "N", "H", "H", "H", "H", "H", "H", "H", "H", "H", "H", "H", "H", "H", "O", "H", "H"],
  "positions_angstrom": [[1.24013, -1.88861, 0.41333], [2.03339, -0.50527, 1.23230], [1.25489, 0.88359, 0.38551], [-0.19615, 1.16309, 0.79173], [-1.22426, 0.95690, -0.32105], [-2.58175, 0.62092, 0.25122], [-1.35131, 2.09465, -1.22911], [0.91806, -2.65761, 1.11423], [0.36162, -1.71616, -0.21510], [1.92497, -2.38002, -0.27229], [1.30806, 0.67073, -0.68487], [1.90594, 1.72923, 0.59869], [-0.43158, 0.52926, 1.66094], [-0.26585, 2.15859, 1.25059], [-0.83559, 0.13732, -0.91929], [-2.57357, -0.33314, 0.78838], [-2.92589, 1.43192, 0.90594], [-3.32501, 0.54652, -0.55237], [-0.50155, 2.26894, -1.76165], [-1.57829, 2.95749, -0.72667], [-0.92376, -2.00121, -2.21227], [-1.72769, -2.46586, -2.47732], [-0.54334, -1.68694, -3.03781]],
  "smiles": "CSCC[C@@H](C)N.O",
  "orbital_gap_ha": 0.32151,
  "total_charge": 0,
  "e_above_lowest_kcal_mol": 10.0,
  "e_homo_ha": -0.3010,
  "e_lumo_ev": 0.56
}



2.
{
  "formula": "C5H15NOS",
  "method": "ωB97M-V/def2-TZVPD",
  "species": ["C", "N", "C", "C", "C", "C", "S", "H", "H", "H", "H", "H", "H", "H", "H", "H", "H", "H", "H", "H", "O", "H", "H"],
  "positions_angstrom": [[1.06922, 2.61963, 0.03098], [0.28389, 1.42256, 0.29617], [-0.40264, 0.90495, -0.87935], [-1.50214, 1.84484, -1.38329], [-1.03596, -0.45757, -0.53350], [-0.09055, -1.41982, 0.19165], [-0.84045, -2.85475, 0.94694], [1.55000, 2.56636, -0.94160], [1.88338, 2.76672, 0.73146], [0.46596, 3.50709, 0.07839], [-0.35236, 1.59017, 1.06269], [0.36903, 0.67588, -1.58195], [-1.04311, 2.76444, -1.72179], [-2.14329, 2.06447, -0.52669], [-2.11029, 1.47025, -2.20162], [-1.51028, -0.91057, -1.40585], [-1.87493, -0.31861, 0.11904], [0.33960, -0.87220, 1.00865], [0.72741, -1.67521, -0.48489], [-1.62833, -3.25938, -0.06044], [2.98396, -4.14414, 2.25014], [2.68441, -4.60934, 3.04334], [2.17747, -3.67578, 1.96153]],
  "smiles": "CN[C@H](C)CCS.O",
  "orbital_gap_ha": 0.35818,
  "total_charge": 0,
  "e_above_lowest_kcal_mol": 13.0,
  "e_homo_ha": -0.3278,
  "e_lumo_ev": 0.83
}



3.
{
  "formula": "C5H15NS",
  "method": "ωB97M-V/def2-TZVPD",
  "species": ["C", "C", "N", "C", "H", "H", "H", "H", "H", "H", "H", "H", "H", "C", "C", "S", "H", "H", "H", "H", "H", "H"],
  "positions_angstrom": [[2.83856, 0.05928, -0.85831], [2.41788, -0.16745, 0.58778], [1.05902, -0.69003, 0.76092], [0.78840, -1.15064, 2.13032], [2.29162, 0.88843, -1.30386], [3.91162, 0.24526, -0.89546], [2.62837, -0.84904, -1.43807], [3.15638, -0.82735, 1.06687], [2.45155, 0.78740, 1.12452], [0.99351, -1.51623, 0.16945], [1.53058, -1.91183, 2.39933], [-0.19768, -1.60766, 2.17589], [0.83951, -0.32561, 2.84194], [-2.84067, 0.12389, -1.97087], [-1.50251, 0.50225, -1.39348], [-1.50066, 0.77464, 0.40273], [-3.55021, 0.93077, -1.77176], [-3.24265, -0.77673, -1.49812], [-2.77261, -0.03949, -3.04886], [-1.20102, 1.47162, -1.80523], [-0.71492, -0.21006, -1.66574], [-0.18959, 0.21152, 0.54943]],
  "smiles": "CCNC.CCS",
  "orbital_gap_ha": 0.32252,
  "total_charge": 0,
  "e_above_lowest_kcal_mol": 13.8,
  "e_homo_ha": -0.2905,
  "e_lumo_ev": 0.87
}



4.
{
  "formula": "C5H16BBrIO5PSi2",
  "method": "ωB97M-V/def2-TZVPD",
  "species": ["C", "O", "C", "C", "C", "C", "Si", "O", "Si", "Br", "I", "P", "O", "B", "O", "O", "H", "H", "H", "H", "H", "H", "H", "H", "H", "H", "H", "H", "H", "H", "H", "H"],
  "positions_angstrom": [[1.57129, -2.35617, 0.99900], [2.25939, -2.26847, -0.23781], [1.38737, -1.75474, -1.24578], [1.57887, -0.19681, -1.28002], [0.38527, 0.49690, -1.99689], [0.09646, 1.94701, -1.49657], [-0.48603, 2.02874, 0.32269], [-1.09391, 0.46338, 0.75116], [-2.74821, 0.26256, 0.47227], [-3.39402, 0.62236, -1.67424], [-4.19646, 1.66848, 1.89402], [-3.20686, -1.86131, 0.97573], [-2.24517, -2.45472, 2.00381], [1.07032, 2.36691, 1.47076], [2.22858, 3.09188, 1.06974], [1.08091, 1.84903, 2.81009], [0.80333, -1.55935, 1.09966], [2.29046, -2.25387, 1.83495], [1.07252, -3.33599, 1.14833], [1.68457, -2.17376, -2.22463], [0.33845, -2.03400, -1.02318], [2.50535, 0.00752, -1.84819], [1.73751, 0.12092, -0.23212], [0.65784, 0.57877, -3.06936], [-0.54796, -0.08358, -1.91611], [0.91949, 2.66058, -1.70800], [-0.75887, 2.32353, -2.10424], [-1.51200, 3.09194, 0.44496], [-3.13844, -2.57440, -0.26553], [-4.53908, -2.01428, 1.45056], [2.89436, 2.42260, 0.88446], [1.30464, 0.91837, 2.69050]],
  "orbital_gap_ha": 0.34263,
  "total_charge": 0,
  "e_homo_ha": -0.3555,
  "e_lumo_ev": -0.35
}



5.
{
  "formula": "C5H16N2",
  "method": "ωB97M-V/def2-TZVPD",
  "species": ["C", "C", "N", "C", "H", "H", "H", "H", "H", "H", "H", "H", "H", "C", "C", "N", "H", "H", "H", "H", "H", "H", "H"],
  "positions_angstrom": [[0.89912, 0.54109, -2.71997], [-0.06892, 1.61614, -2.25033], [-1.41420, 1.06797, -2.09944], [-2.38284, 2.09607, -1.72808], [0.59123, 0.15048, -3.70447], [0.91540, -0.29400, -1.99957], [1.91967, 0.95031, -2.80733], [-0.04882, 2.47039, -2.95410], [0.24316, 1.99126, -1.25668], [-1.69726, 0.65084, -2.99535], [-2.13699, 2.45795, -0.71555], [-3.39345, 1.65460, -1.70816], [-2.38852, 2.95695, -2.41762], [1.26221, -2.83996, 2.84087], [1.29433, -1.33478, 3.10955], [0.01519, -0.64154, 2.94843], [0.55653, -3.33365, 3.53000], [2.26198, -3.28335, 2.98392], [0.93628, -3.03385, 1.80512], [1.64018, -1.15401, 4.14549], [2.01914, -0.85484, 2.42417], [-0.68551, -1.05425, 3.57401], [-0.33790, -0.77982, 1.99508]],
  "smiles": "CCNC.CCN",
  "orbital_gap_ha": 0.36310,
  "total_charge": 0,
  "e_above_lowest_kcal_mol": 14.7,
  "e_homo_ha": -0.3268,
  "e_lumo_ev": 0.99
}



6.
{
  "formula": "C5H16N2",
  "method": "ωB97M-V/def2-TZVPD",
  "species": ["C", "C", "C", "N", "H", "H", "H", "H", "H", "H", "H", "H", "H", "C", "C", "N", "H", "H", "H", "H", "H", "H", "H"],
  "positions_angstrom": [[-1.46415, -1.21559, -1.14535], [0.46997, -1.53991, 0.37069], [-0.22424, -1.94007, 1.66625], [-2.29298, -0.31611, -0.69893], [-2.96836, -0.70595, -0.04460], [-1.25074, 0.87693, -0.12235], [-1.60262, -2.28733, -1.01049], [-0.79436, -0.92957, -1.94924], [1.49062, -1.18784, 0.58366], [0.64497, -2.40729, -0.26888], [-0.44767, -1.06054, 2.28311], [-1.18631, -2.42055, 1.46391], [0.35716, -2.62582, 2.29140], [0.46005, 1.97251, -0.79944], [1.92691, 2.15372, -0.43050], [-0.24324, 1.13174, 0.18241], [0.15685, -0.06683, 0.19255], [-0.25501, 1.55249, 1.10600], [0.37002, 1.46962, -1.76423], [-0.03917, 2.94273, -0.89095], [2.44265, 2.73476, -1.19524], [2.02682, 2.68132, 0.51995], [2.42284, 1.18759, -0.33975]],
  "orbital_gap_ha": 0.29321,
  "total_charge": 0,
  "e_above_lowest_kcal_mol": 81.3,
  "e_homo_ha": -0.2565,
  "e_lumo_ev": 1.00
}



7.
{
  "formula": "C5H16N2O",
  "method": "ωB97M-V/def2-TZVPD",
  "species": ["C", "N", "C", "C", "C", "N", "C", "H", "H", "H", "H", "H", "H", "H", "H", "H", "H", "H", "H", "H", "H", "H", "H", "O"],
  "positions_angstrom": [[-1.65658, -1.34361, 1.71606], [-0.45056, -1.16816, 0.84791], [-0.62602, 0.01949, -0.04846], [0.58339, -0.06424, -0.97911], [0.54384, 0.87860, -2.18533], [0.06303, 0.25672, -3.42713], [-0.54985, 1.38773, 0.75538], [-2.44392, -0.91642, 1.11481], [-1.92973, -2.41116, 1.81146], [-1.51868, -0.83483, 2.66064], [0.31701, -0.89201, 1.45312], [-1.58524, -0.05539, -0.51779], [1.53268, 0.05088, -0.32802], [0.67609, -1.11581, -1.23445], [-0.19209, 1.70409, -2.11466], [1.57704, 1.28145, -2.34298], [-0.81992, -0.21310, -3.35448], [0.72053, -0.35641, -3.95672], [-1.12295, 1.33449, 1.64798], [-0.96075, 2.07431, -0.03506], [0.48497, 1.62658, 1.02995], [2.17276, 0.25457, 2.23454], [2.97242, -0.97323, 2.41094], [2.21251, -0.52453, 2.84140]],
  "spin_multiplicity": 2,
  "orbital_gap_ha": [0.10336, 0.33240],
  "total_charge": -1,
  "e_above_lowest_kcal_mol": 16.2,
  "e_homo_ha": [0.0317, -0.1994],
  "e_lumo_ev": [3.67, 3.62],
  "s_squared": 0.7504
}



8.
{
  "formula": "C5H16N2O",
  "method": "ωB97M-V/def2-TZVPD",
  "species": ["C", "C", "C", "C", "N", "N", "H", "H", "H", "H", "H", "H", "H", "H", "H", "H", "H", "H", "C", "O", "H", "H", "H", "H"],
  "positions_angstrom": [[-1.53321, 0.82928, -0.58495], [-0.47794, 1.37507, 0.38552], [0.87068, 0.63839, 0.75259], [1.67543, 0.20970, -0.47616], [0.78113, -0.48144, 1.65892], [1.68703, 1.61694, 1.46880], [-1.08004, 0.38170, -1.46724], [-2.21975, 0.12907, -0.11155], [-2.14380, 1.66536, -0.92660], [-0.15557, 2.33688, -0.02690], [-0.97542, 1.59395, 1.33676], [1.25740, -0.67974, -0.93481], [2.68436, -0.01495, -0.14485], [1.71274, 1.00908, -1.21202], [0.10622, -0.33355, 2.39901], [0.61230, -1.36914, 1.20871], [1.25044, 1.87396, 2.34550], [1.83408, 2.45445, 0.91915], [-0.98928, -2.41755, -1.38762], [-0.84294, -2.09688, -0.03161], [-0.24557, -1.91112, -2.01426], [-1.98990, -2.16757, -1.75729], [-0.84072, -3.49260, -1.47568], [-0.97766, -1.14928, 0.07658]],
  "smiles": "CCC(C)(N)N.CO",
  "orbital_gap_ha": 0.36184,
  "total_charge": 0,
  "e_above_lowest_kcal_mol": 20.6,
  "e_homo_ha": -0.3305,
  "e_lumo_ev": 0.85
}



9.
{
  "formula": "C5H16N2O",
  "method": "ωB97M-V/def2-TZVPD",
  "species": ["C", "C", "C", "C", "N", "C", "N", "H", "H", "H", "H", "H", "H", "H", "H", "H", "H", "H", "H", "H", "H", "O", "H", "H"],
  "positions_angstrom": [[-0.91642, -0.21149, 2.99824], [0.21967, 0.30489, 2.06756], [-0.35977, 0.87021, 0.77218], [0.61823, 0.64158, -0.36551], [-0.02971, 0.85169, -1.63578], [0.85678, 0.77548, -2.77925], [1.21196, -0.56886, -3.24627], [-1.29257, 0.68184, 3.49767], [-0.48871, -0.85700, 3.79169], [-1.59438, -0.91356, 2.49479], [1.05772, -0.41519, 2.05279], [0.73933, 1.09522, 2.61580], [-1.36648, 0.50991, 0.51235], [-0.56067, 1.94235, 0.88901], [1.16840, -0.30915, -0.23265], [1.49963, 1.28318, -0.13278], [-0.86823, 0.29127, -1.68700], [0.36535, 1.27805, -3.61042], [1.77817, 1.36876, -2.62410], [1.76922, -1.07343, -2.57058], [0.35289, -1.06805, -3.43337], [-1.65841, -2.31303, -0.07453], [-0.72506, -2.49978, 0.06667], [-1.77694, -1.66488, 0.63350]],
  "smiles": "CCCCNCN.O",
  "orbital_gap_ha": 0.34571,
  "total_charge": 0,
  "e_above_lowest_kcal_mol": 26.4,
  "e_homo_ha": -0.3172,
  "e_lumo_ev": 0.77
}



10.
{
  "formula": "C5H16N2O3",
  "method": "ωB97M-V/def2-TZVPD",
  "species": ["O", "C", "C", "C", "C", "C", "N", "N", "H", "H", "H", "H", "H", "H", "H", "H", "H", "H", "H", "H", "H", "H", "O", "H", "H", "O"],
  "positions_angstrom": [[-0.01615, 0.43962, 3.02021], [-0.31038, 0.33902, 1.87198], [-0.13848, -1.00732, 1.20375], [0.21909, -0.93954, -0.25873], [-0.79412, -0.13456, -1.01887], [-0.73308, 0.00521, -2.34842], [-1.83373, 0.70881, -2.99691], [0.83349, -1.90843, 1.80292], [-0.58414, 1.23172, 1.23461], [-1.14341, -1.46539, 1.22999], [0.32136, -1.84862, -0.93843], [1.37984, -0.54716, -0.39676], [-1.65606, 0.15492, -0.39382], [0.14673, -0.19917, -2.95149], [-2.53047, 0.99748, -2.21026], [-2.43753, 0.19206, -3.76186], [-1.69753, 1.63668, -3.45921], [1.80271, -1.36672, 2.02220], [0.56921, -2.36184, 2.68878], [1.07870, -2.58357, 1.19586], [3.17839, 0.43679, 1.99341], [3.85025, -0.93387, 2.47341], [3.06915, -0.54158, 1.94393], [-1.32095, 3.76217, -0.32629], [-0.16285, 3.07247, -0.92571], [-1.09006, 2.86083, -0.69432]],
  "orbital_gap_ha": 0.39107,
  "total_charge": 2,
  "e_above_lowest_kcal_mol": 49.0,
  "e_homo_ha": -0.6262,
  "e_lumo_ev": -6.40
}